Record 1
Entry from the OMol25 dataset: a molecular structure, C8H16AlO10P (the ωB97M-V functional and the def2-TZVPD basis).

```
36
Properties=species:S:1:pos:R:3:forces:R:3
H -0.29157 4.81366 -1.64538 0.3 -0.1 -0.3
H -2.06142 -0.44358 -3.54838 0.2 0.1 0.1
C 0.60216 -5.27891 -0.34546 0.6 0.1 -0.3
H -1.93481 -0.64272 -1.79303 0.1 0.3 0.2
C -0.52740 -0.82666 3.08508 0.2 -0.2 -0.1
O 3.08748 3.12031 2.61637 -0.3 0.2 -0.2
P 2.79098 2.17119 1.52596 -0.2 0.6 1.1
O 3.72873 0.94638 1.45779 0.0 -0.6 -0.7
C -0.44135 3.92157 0.29383 -0.3 -0.3 -0.8
H -0.59328 2.92117 0.69785 0.1 0.0 0.2
H 0.74893 3.34735 -1.40694 -0.1 0.0 -0.3
O 1.41129 1.48752 1.46020 0.0 -0.8 -0.3
O -2.28868 1.31869 -2.51043 -0.3 0.2 0.2
H -1.34235 4.51475 0.44421 0.1 0.1 0.3
H 0.43113 4.36710 0.76508 -0.1 0.1 0.1
C 0.33444 -3.78563 -0.42241 -1.1 -0.7 -0.9
H 0.29765 -0.94498 3.78526 -0.2 -0.1 0.2
C -0.21269 3.81962 -1.21569 0.0 0.1 1.0
O -0.24739 1.10717 -1.60145 0.4 -0.2 0.1
H 1.35516 -5.57864 -1.07978 0.1 0.3 0.1
O -0.41703 -3.43617 0.75626 0.6 0.1 0.3
H 0.99921 -5.50934 0.64182 -0.2 -0.3 0.0
C -1.19068 1.78726 -1.94936 0.4 0.0 0.3
H 1.23332 -3.19209 -0.56652 0.0 0.1 0.4
O -1.29233 3.09150 -1.82619 -0.2 0.1 -0.3
C -2.43480 -0.08895 -2.58389 -0.1 -0.8 -0.8
O 2.95283 2.66769 0.07421 0.4 -0.3 -0.8
O -0.70562 -2.10094 2.42029 0.1 0.1 -0.1
H -0.33439 -3.60993 -1.27078 0.2 0.3 -0.1
Al 2.14686 0.30558 -0.64593 -0.6 0.8 0.8
H -0.26606 -5.87354 -0.62017 -0.2 0.1 0.5
C -0.33241 -2.17095 1.15380 -0.3 -0.1 0.2
H -0.24314 -0.04565 2.38725 -0.3 0.0 -0.1
H -1.46386 -0.62909 3.59350 0.0 0.2 0.1
H -3.49972 -0.30883 -2.58455 0.0 0.2 0.2
O 0.00082 -1.24190 0.45760 0.5 0.3 -0.4
```
Forces are in eV/Å.

Output
HOMO energy	-9.54	eV
spin multiplicity	1
electronic energy	-44914.4292	eV

---

Record 2
Entry from the OMol25 dataset: 2 unconnected molecules or ions with the total composition C8H16BN2S (the ωB97M-V functional and the def2-TZVPD basis).

```
28
Properties=species:S:1:pos:R:3:forces:R:3
C -1.38119 -1.78289 0.34266 -2.2 2.7 6.6
C 1.62713 -2.13799 -3.71995 0.8 0.7 0.6
H 2.98541 -0.29088 1.44708 -2.2 -0.9 -0.4
C 1.88057 -0.68102 1.27185 0.4 0.5 0.5
N -2.01523 -1.00593 1.31546 5.8 -7.2 -6.7
H 1.72907 -1.62717 1.94462 0.4 1.5 -1.7
H 1.79468 -0.88844 0.11402 -0.1 0.2 2.6
H 2.17778 -2.71845 -4.46537 0.0 0.2 0.1
C -2.47543 1.62082 1.11530 -0.6 1.8 0.6
S -0.40586 -2.94929 -0.46080 -2.3 2.6 1.4
H 1.51694 1.25531 2.40711 -1.5 -1.6 -1.1
C 0.84632 0.47590 1.79856 0.7 1.3 -0.4
H -0.73691 2.73715 2.07787 -0.3 -0.8 -2.3
C 2.57635 -1.20676 -2.98374 5.2 5.1 4.1
H 1.12384 2.12877 0.26715 -1.8 -1.6 0.4
H 0.07792 0.74896 -0.44505 -0.1 1.0 2.0
N 3.36389 -0.43412 -2.37304 -6.3 -6.2 -4.9
H 0.85054 -1.55630 -4.22411 0.2 0.0 0.2
H 1.15470 -2.82456 -3.01197 0.1 0.3 0.0
H -3.23879 2.32516 0.52232 1.5 -1.5 1.2
H 0.02467 0.11440 2.54675 1.4 0.4 -1.8
H -3.84160 -0.12275 0.52062 -0.7 -0.1 0.1
H -2.31829 0.09698 -0.60619 0.2 0.1 -1.0
B -2.66733 0.11385 0.53503 -1.1 1.9 -1.0
H -1.01626 3.27564 0.29695 -0.2 -2.1 1.3
C 0.23357 1.37717 0.53076 1.2 0.6 0.7
H -2.85029 1.64684 2.23865 0.8 0.1 -2.0
C -1.01619 2.30959 0.99745 0.7 0.9 0.6
```
Forces are in eV/Å.

Output
net charge	-1
HOMO energy	-4.41	eV
spin multiplicity	1
electronic energy	-23043.9433	eV

---

Record 3
Entry from the OMol25 dataset: a molecular structure, C8H16Br5NO3 (the ωB97M-V functional and the def2-TZVPD basis).

```
33
Properties=species:S:1:pos:R:3:forces:R:3
N 5.22953 1.62286 2.01292 -1.3 -0.3 0.4
H 3.68719 1.64719 0.47636 0.3 1.1 1.2
H 1.43136 3.08972 0.74272 0.0 -0.4 1.5
H -4.18748 -0.05317 -0.42472 -0.1 -0.2 -0.1
H -5.66931 -2.51912 -1.55241 0.1 0.1 0.1
C 0.19800 -2.67608 -2.84204 -0.3 0.1 0.2
O -0.11259 1.16516 1.06042 0.1 2.6 2.4
H 4.47940 3.28687 0.92614 -1.0 -1.3 0.5
C 2.91044 2.56255 2.44286 0.6 0.3 -0.4
Br -3.77405 -2.24818 0.68825 0.0 0.2 0.0
H -0.58870 -4.59181 -3.52637 0.1 0.1 0.1
C 1.57768 3.21747 1.85805 1.8 1.0 0.5
H -0.55226 -1.99520 -3.24670 0.0 -0.1 0.0
O -1.77320 1.98710 2.42822 2.9 -0.3 -0.3
C -0.40724 1.93984 1.97618 -0.2 -1.6 -1.2
C 4.05357 2.30604 1.34150 0.2 -0.1 0.2
Br -2.53981 0.36833 1.91352 -0.3 0.4 0.4
H 5.21081 0.60965 1.81064 0.0 0.8 0.0
H 1.15124 -2.15457 -2.76699 -0.1 -0.1 -0.1
H -6.04167 -0.86281 -2.07822 0.1 0.0 0.1
C -4.81247 -0.93854 -0.31653 -0.2 -0.1 0.1
H -5.66326 -0.70040 0.32318 0.0 0.0 -0.1
C -5.28019 -1.50481 -1.63375 0.0 0.1 -0.2
H 0.37056 -3.69732 -4.72587 0.0 0.0 0.1
Br -3.83256 -1.55350 -2.93794 -0.1 -0.1 0.0
O 0.46607 2.76598 2.67875 -2.5 -0.9 -2.0
Br -0.38911 -3.05148 -1.02278 0.1 0.0 -0.1
H 3.34222 3.29408 3.21861 -0.6 -1.1 -1.1
H 1.66786 4.34801 2.03737 -0.4 -1.6 -0.2
H 4.98936 1.66927 3.02019 0.7 -0.1 -0.7
Br 1.85822 -4.97884 -3.22909 -0.1 0.0 0.0
C 0.27040 -3.93678 -3.66632 0.2 0.0 -0.2
H 2.72998 1.58252 3.01385 -0.1 1.3 -1.1
```
Forces are in eV/Å.

Output
HOMO energy	-9.52	eV
spin multiplicity	1
electronic energy	-366398.2358	eV